Molecular formula: C17H26N3
Method: DFT, ωB97M-V with the def2-TZVPD basis set

The calculation puts the total energy at -827.1847 hartree. As for the charge: +1. Its frontier orbital gap is 5.59 eV. Its relative energy (zero: lowest compared OMol25 entry of this formula, charge and spin) is 154.3 kcal/mol. For the HOMO energy, the calculation gives -8.4445 eV. The strongest force on any atom is 0.092 Eh/bohr. For the molecular weight, the calculation gives 272.42 g/mol. The value obtained for the LUMO energy is -0.1049 Ha.

Each line ends with the Mulliken charge.
Positions of all 46 atoms, in Å:
C  1.670  -1.340  1.183  -1.07
N  1.831  -0.224  0.241  0.07
C  3.205  -0.072  -0.218  -0.67
C  3.255  0.745  -1.469  -0.82
C  2.606  2.071  -1.264  -0.68
N  1.360  1.928  -0.540  -0.09
C  0.579  3.190  -0.609  -0.72
C  -0.869  2.948  -0.180  -0.53
C  -1.288  1.551  -0.575  -0.25
N  -0.431  0.748  0.398  0.37
C  0.956  0.768  -0.001  -0.19
H  0.960  -2.092  0.819  0.45
H  2.649  -1.838  1.216  0.48
H  1.381  -0.994  2.209  0.45
H  3.778  0.398  0.591  0.32
H  3.597  -1.078  -0.390  0.52
H  4.306  0.878  -1.756  0.39
H  2.755  0.193  -2.273  0.33
H  3.257  2.758  -0.716  0.37
H  2.394  2.510  -2.241  0.38
H  1.128  3.984  -0.055  0.35
H  0.631  3.503  -1.672  0.48
H  -0.958  3.077  0.925  0.29
H  -1.482  3.700  -0.692  0.41
H  -2.343  1.321  -0.440  0.50
H  -0.974  1.359  -1.594  0.30
C  -2.407  0.405  1.680  -2.20
C  -1.165  -0.258  1.040  1.47
C  -0.398  -0.794  2.216  -2.16
C  -1.544  -1.352  0.041  0.89
C  -0.643  -1.870  -0.899  -0.34
C  -0.885  -3.113  -1.506  -0.99
C  -2.077  -3.803  -1.272  -0.58
C  -3.016  -3.253  -0.399  -0.75
C  -2.746  -2.043  0.256  -0.84
H  -3.240  0.582  0.971  0.53
H  -2.824  -0.254  2.454  0.53
H  -2.136  1.366  2.164  0.40
H  -0.164  1.461  1.089  0.85
H  -0.504  -0.147  3.105  0.35
H  -0.663  -1.866  2.365  0.41
H  0.323  -1.395  -1.093  0.50
H  -0.146  -3.534  -2.178  0.43
H  -2.286  -4.759  -1.734  0.41
H  -3.985  -3.709  -0.204  0.41
H  -3.446  -1.651  1.006  0.28


Molecular formula: C17H26N4O
Method: DFT, ωB97M-V with the def2-TZVPD basis set

The calculation puts the total energy at -957.6832 hartree. Its frontier orbital gap is 8.39 eV. Its relative energy (zero: lowest compared OMol25 entry of this formula, charge and spin) is 22.8 kcal/mol. For the HOMO energy, the calculation gives -7.7911 eV. The strongest force on any atom is 0.015 Eh/bohr. For the molecular weight, the calculation gives 302.42 g/mol. As for the structure (SMILES): C[C@H]1CC[C@H](NC(=O)C2CCN(c3cnccn3)CC2)CC1. The value obtained for the LUMO energy is 0.0219 Ha.

Each line ends with the Mulliken charge.
Positions of all 48 atoms, in Å:
C  -5.627  -0.982  -1.680  -1.81
H  -5.860  -0.360  -2.541  0.41
H  -5.422  -1.991  -2.031  0.41
H  -6.502  -1.014  -1.035  0.41
C  -4.426  -0.425  -0.921  0.85
C  -4.033  -1.357  0.238  -0.89
C  -3.446  -0.598  1.435  -1.12
C  -2.597  0.598  1.001  0.03
N  -1.446  0.154  0.239  -0.12
C  -0.175  0.380  0.630  -0.03
O  0.093  0.980  1.653  -0.72
C  0.878  -0.175  -0.328  0.72
C  1.733  0.965  -0.904  -1.01
H  1.088  1.755  -1.293  0.46
H  2.333  0.573  -1.730  0.38
C  2.668  1.537  0.166  -1.16
N  3.505  0.489  0.699  0.02
C  4.722  0.169  0.196  0.94
N  5.247  -1.007  0.576  -0.46
C  6.466  -1.308  0.162  -0.29
C  7.198  -0.463  -0.651  -0.31
N  6.687  0.701  -1.051  -0.62
C  5.482  1.018  -0.644  -0.28
H  5.112  1.970  -0.997  0.30
H  8.192  -0.699  -1.000  0.38
H  6.850  -2.264  0.494  0.41
C  2.723  -0.524  1.376  -0.95
H  3.405  -1.254  1.809  0.48
C  1.776  -1.201  0.383  -1.16
H  1.160  -1.936  0.905  0.43
H  2.372  -1.726  -0.368  0.44
H  2.144  -0.036  2.163  0.44
H  3.268  2.347  -0.244  0.41
H  2.068  1.931  0.990  0.43
H  0.365  -0.678  -1.156  0.62
H  -1.631  -0.355  -0.609  0.30
C  -3.443  1.605  0.198  -1.15
C  -4.711  0.975  -0.382  -0.82
H  -5.096  1.611  -1.181  0.47
H  -5.485  0.910  0.385  0.29
H  -3.718  2.444  0.838  0.24
H  -2.827  2.002  -0.612  0.34
H  -2.174  1.086  1.885  0.59
H  -4.250  -0.223  2.069  0.38
H  -2.839  -1.274  2.039  0.44
H  -3.319  -2.103  -0.117  0.29
H  -4.917  -1.901  0.577  0.40
H  -3.591  -0.347  -1.629  0.19


Molecular formula: C17H26O5
Method: DFT, ωB97M-V with the def2-TZVPD basis set

The calculation puts the total energy at -1039.5695 hartree. Its frontier orbital gap is 9.73 eV. Its relative energy (zero: lowest compared OMol25 entry of this formula, charge and spin) is 7.0 kcal/mol. For the HOMO energy, the calculation gives -9.2208 eV. The strongest force on any atom is 0.045 Eh/bohr. For the molecular weight, the calculation gives 310.39 g/mol. As for the structure (SMILES): Cc1ccccc1C[C@@]1(CCCO)COC(=O)O1.CC(C)O. The value obtained for the LUMO energy is 0.0189 Ha.

Each line ends with the Mulliken charge.
Positions of all 48 atoms, in Å:
C  1.985  0.123  3.347  -1.66
C  2.395  -0.544  2.063  0.92
C  2.449  -1.923  2.042  -0.71
C  2.824  -2.570  0.913  -0.59
C  3.185  -1.916  -0.228  -0.77
C  3.138  -0.550  -0.228  -0.25
C  2.732  0.118  0.901  1.03
C  2.659  1.645  0.834  -2.30
C  1.271  2.188  0.437  2.19
C  0.442  1.379  -0.576  -1.42
C  -0.952  0.912  -0.079  -0.44
C  -0.905  -0.353  0.788  -0.42
O  -0.873  -0.082  2.199  -0.43
C  0.520  2.924  1.551  -1.12
O  -0.117  4.000  0.904  -0.40
C  0.615  4.274  -0.239  0.42
O  0.294  5.153  -1.000  -0.58
O  1.638  3.417  -0.334  -0.50
H  1.107  -0.358  3.768  0.34
H  1.711  1.162  3.186  0.10
H  2.797  0.144  4.078  0.43
H  2.188  -2.468  2.940  0.44
H  2.836  -3.655  0.904  0.38
H  3.488  -2.414  -1.139  0.42
H  3.386  0.049  -1.095  0.45
H  3.427  1.992  0.145  0.56
H  2.951  2.015  1.815  0.54
H  0.950  0.483  -0.930  0.45
H  0.239  1.980  -1.462  0.47
H  -1.530  1.718  0.372  0.40
H  -1.492  0.637  -0.988  0.14
H  -1.835  -0.899  0.597  0.55
H  -0.105  -1.042  0.509  0.01
H  -1.748  -0.285  2.532  0.33
H  -0.139  2.236  2.084  0.32
H  1.254  3.244  2.299  0.67
C  -3.440  -1.177  -3.833  -1.34
C  -3.101  -1.746  -2.464  0.60
C  -3.789  -3.083  -2.236  -1.38
O  -3.489  -0.821  -1.446  -0.50
H  -4.516  -1.002  -3.920  0.33
H  -2.946  -0.216  -3.981  0.34
H  -3.132  -1.854  -4.631  0.39
H  -2.020  -1.871  -2.377  0.25
H  -4.876  -2.967  -2.274  0.33
H  -3.543  -3.477  -1.249  0.34
H  -3.492  -3.815  -2.987  0.39
H  -4.442  -0.703  -1.512  0.31